Here is C23H22LiN2O as an isolated structure from the OMol25 dataset. Energies are from the ωB97M-V functional and the def2-TZVPD basis.

Geometry (Å):
O (1.867, 1.177, -0.199)
N (2.687, -2.059, 1.230)
N (3.982, -0.308, 1.167)
C (-1.848, -0.865, 1.195)
C (-2.111, 0.600, -1.466)
C (-3.294, 1.306, -1.099)
C (-1.286, 3.821, -2.932)
C (-2.107, -2.175, 0.739)
C (-0.055, 3.613, -3.549)
C (4.509, 1.039, 1.063)
C (-3.768, -1.021, 2.682)
C (3.912, -2.435, 1.743)
C (-1.257, 1.485, -2.198)
C (0.340, -0.636, 0.078)
C (2.729, -0.757, 0.836)
C (-1.923, 2.769, -2.260)
C (-4.090, -2.274, 2.136)
C (1.564, -2.973, 1.160)
C (-3.184, 2.636, -1.570)
C (1.645, -0.017, 0.223)
C (-2.654, -0.326, 2.221)
C (0.603, 2.362, -3.476)
C (4.715, -1.349, 1.709)
C (-3.245, -2.857, 1.181)
C (-0.782, -0.068, 0.593)
C (0.021, 1.309, -2.746)
Li (1.838, 2.369, -1.571)
H (-3.890, 3.457, -1.431)
H (4.840, 1.393, 2.052)
H (-1.980, -0.482, -1.456)
H (0.641, -2.501, 1.524)
H (0.490, 0.323, -2.682)
H (-4.986, -2.804, 2.462)
H (-4.118, 0.884, -0.526)
H (-1.787, 4.792, -2.983)
H (3.729, 1.704, 0.678)
H (1.422, -3.355, 0.137)
H (-3.467, -3.845, 0.767)
H (0.418, 4.420, -4.119)
H (4.095, -3.435, 2.098)
H (1.536, 2.197, -4.030)
H (-2.376, 0.644, 2.641)
H (0.312, -1.533, -0.554)
H (-4.395, -0.584, 3.460)
H (5.377, 1.055, 0.389)
H (-0.767, 1.004, 0.821)
H (1.791, -3.823, 1.819)
H (-1.431, -2.644, 0.015)
H (5.736, -1.233, 2.029)

Cartesian forces (eV/Å) of the 6 atoms listed first:
O 0.44 3.55 -1.03
N -0.43 -2.43 0.96
N 1.40 1.14 0.12
C -0.25 0.09 -1.01
C -0.73 0.10 -1.06
C 1.26 0.20 -0.75

Summary:
**HOMO**: -0.052 hartree
**Calculated total energy**: -29438.770 eV
**Max |F|**: 5.5 eV Å⁻¹
**Net charge**: -1
**Relative energy (zero: lowest compared OMol25 entry of this formula, charge and spin)**: 0.204 eV

Here are the Mulliken charges for atoms 1 to 5, given in e:
1. O -1.240
2. N 0.189
3. N 0.173
4. C 0.912
5. C -0.981


Here is one molecule with the formula C4H7ClS from the OMol25 dataset. Energies are from the ωB97M-V functional and the def2-TZVPD basis.

Geometry (Å):
Cl (2.084, 0.066, -1.446)
S (-1.723, 1.450, 0.135)
C (-0.108, -1.847, 0.604)
C (-0.148, -0.596, 0.649)
C (-0.416, 0.198, -0.508)
C (0.811, 1.008, -0.835)
H (-1.414, 1.300, 1.525)
H (0.182, -2.371, 1.382)
H (-0.257, -0.074, 1.793)
H (0.332, 1.920, -1.435)
H (1.254, 1.554, 0.012)
H (-0.779, -0.270, -1.319)
H (0.182, -2.340, -0.556)

Cartesian forces (eV/Å) of the 6 atoms listed first:
Cl 1.22 -0.86 -1.35
S 0.57 -0.56 0.85
C 1.78 -3.88 -6.99
C -1.78 3.61 4.48
C 0.70 4.70 3.79
C -2.10 4.20 -0.21

Summary:
**HOMO**: -0.349 hartree
**Calculated total energy**: -27615.915 eV
**Max |F|**: 8.2 eV Å⁻¹
**Structure (SMILES)**: C=C[C@@H](S)CCl
**Relative energy (zero: lowest compared OMol25 entry of this formula, charge and spin)**: 2.795 eV

Here are the Mulliken charges for atoms 1 to 5, given in e:
1. Cl -0.169
2. S -0.191
3. C -0.950
4. C -0.177
5. C -0.084


Here is C25H23KN8O2S5 as an isolated structure from the OMol25 dataset. Energies are from the ωB97M-V functional and the def2-TZVPD basis.

Geometry (Å):
K (0.458, -1.358, -0.810)
S (-0.495, -3.167, -3.183)
S (-0.984, -4.753, -0.151)
S (-0.886, 1.932, 1.584)
S (0.297, -4.473, -1.770)
S (-0.429, -3.696, 1.530)
O (0.475, 1.981, 2.101)
O (-1.254, 3.014, 0.689)
N (2.746, -2.233, 0.996)
N (0.362, 0.728, -2.766)
N (2.411, -1.017, -2.849)
N (-3.466, 0.752, 0.753)
N (1.481, -0.804, 2.300)
N (-1.119, 0.491, 1.022)
N (-4.388, 2.427, 6.409)
N (-2.236, -1.038, -0.213)
C (-4.569, -0.919, -0.562)
C (-3.329, -1.528, -0.754)
C (2.707, -1.195, 1.846)
C (3.167, -0.234, -4.965)
C (-2.768, 3.197, 3.165)
C (-2.318, 0.087, 0.518)
C (3.890, -0.559, 2.282)
C (3.927, -2.728, 0.650)
C (5.141, -2.199, 1.056)
C (4.220, -1.132, -4.938)
C (5.100, -1.068, 1.874)
C (-3.570, 2.311, 5.257)
C (3.408, -1.891, -2.841)
C (0.701, 1.421, -5.017)
C (2.267, -0.215, -3.901)
C (-0.721, 1.492, -2.710)
C (-0.414, 2.240, -4.945)
C (-1.902, 1.119, 3.992)
C (1.069, 0.685, -3.894)
C (-1.926, 2.110, 3.021)
C (-2.718, 1.220, 5.106)
C (4.342, -1.991, -3.861)
C (-4.562, 0.228, 0.210)
C (-1.137, 2.288, -3.769)
C (-3.583, 3.303, 4.283)
H (-2.793, 3.940, 2.379)
H (-1.260, 1.488, -1.768)
H (-3.196, -2.429, -1.347)
H (-2.708, 0.438, 5.857)
H (-5.487, 0.767, 0.407)
H (6.076, -2.636, 0.733)
H (3.825, 0.297, 2.941)
H (3.054, 0.436, -5.804)
H (6.020, -0.595, 2.201)
H (0.689, -1.315, 1.924)
H (3.447, -2.551, -1.984)
H (5.135, -2.725, -3.805)
H (-4.246, 4.156, 4.396)
H (-0.715, 2.826, -5.805)
H (3.887, -3.594, -0.007)
H (-2.015, 2.911, -3.665)
H (-1.264, 0.254, 3.855)
H (-4.607, 1.523, 6.803)
H (-5.478, -1.314, -0.994)
H (1.298, 0.186, 2.427)
H (1.259, 1.353, -5.939)
H (-5.248, 2.917, 6.210)
H (4.928, -1.165, -5.758)

Cartesian forces (eV/Å) of the 6 atoms listed first:
K -0.11 -0.39 0.26
S -0.09 0.02 -0.02
S -0.14 -0.03 -0.10
S -0.14 0.16 0.07
S 0.14 -0.01 0.01
S 0.01 0.07 -0.02

Summary:
**HOMO**: -0.002 hartree
**Calculated total energy**: -112819.786 eV
**Max |F|**: 0.5 eV Å⁻¹
**Net charge**: -2
**Relative energy (zero: lowest compared OMol25 entry of this formula, charge and spin)**: 0.360 eV

Here are the Mulliken charges for atoms 1 to 5, given in e:
1. K 0.558
2. S -0.604
3. S -0.196
4. S 1.256
5. S -0.188


Here is one molecule with the formula C2H4N2O3 from the OMol25 dataset. Energies are from the ωB97M-V functional and the def2-TZVPD basis.

Geometry (Å):
O (-0.995, 2.144, -0.888)
O (1.656, -1.349, 1.413)
O (0.198, 0.904, 0.974)
N (0.811, -1.908, 0.504)
N (-0.252, 0.195, -0.098)
C (0.027, -1.167, -0.172)
C (-0.917, 0.941, -1.046)
H (1.425, -0.378, 1.426)
H (-0.638, -1.644, -0.907)
H (-1.309, 0.421, -1.961)
H (-0.006, 1.841, 0.754)

Cartesian forces (eV/Å) of the 6 atoms listed first:
O -0.21 -0.07 0.01
O -0.38 1.63 0.11
O 0.43 0.47 0.88
N -0.46 -0.17 -0.88
N -0.65 0.08 -1.31
C -0.63 -0.72 -0.11

Summary:
**HOMO**: -0.340 hartree
**Calculated total energy**: -11257.877 eV
**Max |F|**: 1.7 eV Å⁻¹
**Structure (SMILES)**: O=CN(O)/C=N\O
**Relative energy (zero: lowest compared OMol25 entry of this formula, charge and spin)**: 4.690 eV

Here are the Mulliken charges for atoms 1 to 5, given in e:
1. O -0.581
2. O -0.334
3. O -0.534
4. N -0.332
5. N 0.237


Here is a 9-piece molecular cluster, C40H99N5O4 overall from the OMol25 dataset. Energies are from the ωB97M-V functional and the def2-TZVPD basis.

Geometry (Å):
O (5.256, -10.765, 1.121)
O (3.476, -4.280, -2.970)
O (1.215, -9.736, -2.222)
O (1.642, -15.604, -0.971)
N (1.095, -11.550, -5.441)
N (-2.187, -6.672, 1.007)
N (3.330, -3.243, 0.136)
N (-1.468, -6.565, -6.751)
N (3.197, -6.730, -8.222)
C (-1.502, -6.899, -8.172)
C (0.079, -4.664, -7.117)
C (2.809, -13.882, -2.018)
C (-2.695, -6.321, -8.904)
C (2.076, -4.400, -2.967)
C (3.238, -9.549, 1.191)
C (1.574, -8.408, -2.596)
C (0.700, -14.544, -1.240)
C (-0.073, -10.805, -5.887)
C (1.024, -13.440, -7.075)
C (3.496, -6.324, -5.777)
C (3.929, -5.620, -8.781)
C (3.103, -10.816, 2.071)
C (2.830, -7.783, -9.152)
C (3.463, -0.867, -0.560)
C (-1.959, -8.558, -0.686)
C (4.095, -2.010, 0.223)
C (-3.357, -5.217, 2.624)
C (-2.928, -5.421, 1.148)
C (1.933, -3.161, 0.592)
C (-0.049, -7.828, 1.635)
C (2.031, -7.240, -10.323)
C (3.621, -5.703, 0.291)
C (-2.217, -7.509, -4.605)
C (5.111, -5.896, -9.695)
C (-1.228, -5.152, -6.468)
C (-0.850, -6.529, 1.576)
C (2.957, -15.085, -1.150)
C (-2.075, -7.033, -0.407)
C (4.371, -10.047, 0.278)
C (3.846, -7.168, -6.994)
C (-2.616, -7.073, -6.014)
C (1.489, -13.231, -1.561)
C (4.043, -4.337, 0.794)
C (1.071, -12.998, -5.618)
C (3.659, -11.571, -5.575)
C (-1.346, -11.209, -5.200)
C (4.552, -11.245, 2.260)
C (2.333, -10.849, -5.769)
C (1.743, -2.422, 1.905)
H (-0.044, -4.587, -8.205)
H (1.304, -10.392, -2.925)
H (-1.917, -12.003, -5.691)
H (-3.469, -6.384, -6.001)
H (2.640, -0.332, -0.076)
H (3.915, -4.282, 1.889)
H (3.525, -8.687, 1.791)
H (2.483, -11.491, 1.480)
H (1.440, -3.565, -2.656)
H (-0.676, -8.638, 2.006)
H (2.520, -6.463, -10.905)
H (-2.068, -10.389, -5.260)
H (3.617, -8.224, -6.810)
H (4.679, -12.331, 2.311)
H (-1.187, -11.490, -4.160)
H (-2.016, -4.475, -6.811)
H (-2.740, -6.433, -9.993)
H (-1.321, -6.473, -0.985)
H (0.149, -13.026, -7.575)
H (1.959, -13.428, -5.154)
H (2.780, -14.199, -3.059)
H (2.353, -2.735, 2.758)
H (-1.397, -8.230, -4.638)
H (3.789, -12.362, -6.319)
H (1.953, -13.301, -7.629)
H (-0.920, -8.852, -0.834)
H (2.278, -10.594, -6.840)
H (-3.881, -5.582, 0.630)
H (5.616, -5.051, -10.158)
H (1.350, -2.603, -0.145)
H (1.473, -12.637, -0.651)
H (5.120, -4.186, 0.700)
H (1.538, -4.172, 0.659)
H (-3.631, -6.806, -8.603)
H (3.731, -8.293, -9.537)
H (2.645, -10.652, 3.046)
H (2.323, -9.932, -5.177)
H (1.599, -7.996, -10.976)
H (-0.108, -10.908, -6.988)
H (3.680, -6.532, 1.003)
H (-0.561, -6.623, -8.645)
H (3.284, -4.961, -9.388)
H (-0.954, -6.082, 2.563)
H (5.003, -9.316, -0.233)
H (3.529, -13.082, -1.829)
H (-0.251, -5.826, 0.968)
H (3.756, -3.808, -2.175)
H (3.845, -5.290, -5.805)
H (-2.955, -6.723, -0.980)
H (4.271, -1.709, 1.267)
H (-4.284, -4.642, 2.681)
H (-3.452, -6.155, 3.158)
H (2.345, -9.370, 0.595)
H (0.890, -14.528, -7.138)
H (-0.978, -5.140, -5.406)
H (5.869, -6.479, -9.151)
H (2.588, -5.763, -0.060)
H (-2.513, -4.522, 0.673)
H (-2.874, -5.253, -8.753)
H (0.023, -14.794, -2.060)
H (3.973, -10.709, -0.505)
H (3.767, -12.049, -4.598)
H (-3.006, -7.869, -3.947)
H (0.840, -7.699, 2.256)
H (0.979, -12.705, -2.366)
H (0.891, -5.373, -6.961)
H (0.590, -7.931, -2.603)
H (1.694, -4.825, -3.892)
H (2.406, -6.292, -5.716)
H (2.080, -8.315, -3.557)
H (2.218, -7.951, -1.842)
H (0.112, -14.497, -0.321)
H (-2.592, -8.759, -1.546)
H (0.116, -9.730, -5.806)
H (0.375, -3.641, -6.880)
H (0.701, -2.436, 2.231)
H (0.373, -8.049, 0.654)
H (2.021, -1.369, 1.807)
H (4.207, -6.112, -0.538)
H (1.820, -5.148, -2.197)
H (4.156, -0.036, -0.722)
H (4.940, -7.252, -7.112)
H (-1.715, -6.698, -4.062)
H (1.162, -6.763, -9.850)
H (0.209, -13.364, -5.059)
H (-2.944, -7.978, -6.534)
H (3.096, -1.165, -1.544)
H (-1.519, -7.987, -8.287)
H (3.903, -6.689, -4.832)
H (4.197, -4.891, -8.013)
H (4.520, -10.916, -5.703)
H (5.006, -10.843, 3.170)
H (3.654, -15.822, -1.561)
H (3.429, -14.859, -0.184)
H (-2.284, -9.152, 0.168)
H (-2.630, -4.563, 3.117)
H (2.292, -8.571, -8.625)
H (4.883, -6.570, -10.529)
H (5.080, -2.226, -0.192)

Cartesian forces (eV/Å) of the 6 atoms listed first:
O 0.35 -0.12 0.14
O 0.09 0.68 -0.64
O 0.62 -0.63 0.38
O 0.18 0.34 -0.68
N 0.64 0.02 1.68
N 0.73 0.62 -0.99

Summary:
**HOMO**: -0.303 hartree
**Calculated total energy**: -58721.670 eV
**Max |F|**: 2.7 eV Å⁻¹
**Structure (SMILES)**: CCN(CC)CC.CCN(CC)CC.CCN(CC)CC.CCN(CC)CC.CCN(CC)CC.C1CCOC1.C1CCOC1.CO.CO
**Relative energy (zero: lowest compared OMol25 entry of this formula, charge and spin)**: 0.000 eV

Here are the Mulliken charges for atoms 1 to 5, given in e:
1. O -0.481
2. O -0.579
3. O -0.091
4. O -0.423
5. N 0.924


Here is a 14-piece molecular cluster, C3H34NO16 overall from the OMol25 dataset. Energies are from the ωB97M-V functional and the def2-TZVPD basis.

Geometry (Å):
O (-0.417, -0.804, 1.608)
O (1.935, 2.365, 0.859)
O (0.807, 0.488, -3.179)
O (-0.054, 4.059, -2.339)
O (-1.072, 4.309, 0.397)
O (2.199, -2.640, -1.670)
O (2.994, -0.381, 2.442)
O (-0.424, 1.234, -0.010)
O (-2.230, -3.765, 1.667)
O (-2.402, 0.671, -2.779)
O (-2.757, -1.977, -2.256)
O (-2.609, -0.605, 1.822)
O (3.829, 2.101, -1.095)
O (4.276, -0.255, 0.064)
O (-2.072, 2.517, 3.146)
O (1.821, -2.854, 2.103)
N (-0.771, -2.593, -0.298)
C (-1.566, -1.349, -0.320)
C (-1.681, -0.790, 1.084)
C (-2.959, -1.653, -0.899)
H (-1.738, -4.206, 2.371)
H (0.395, 4.265, -1.506)
H (-2.064, 1.562, 3.268)
H (-2.634, -1.144, -2.748)
H (-3.623, -0.790, -0.852)
H (-0.300, -0.270, 2.401)
H (-3.397, -2.478, -0.337)
H (-1.081, -0.609, -0.942)
H (-2.612, 2.679, 2.368)
H (2.556, -3.238, -2.333)
H (0.379, 1.795, 0.102)
H (2.339, 3.027, 1.410)
H (2.020, 1.545, 1.373)
H (-1.304, -3.291, 0.279)
H (3.383, 2.894, -0.803)
H (-1.962, 4.407, 0.759)
H (4.076, 0.683, -0.162)
H (-2.718, 1.565, -2.885)
H (3.658, 0.012, 3.024)
H (0.169, -2.463, 0.055)
H (1.231, 0.440, -2.318)
H (1.950, -3.231, -0.945)
H (-1.040, 1.957, -0.197)
H (-1.487, 0.616, -3.078)
H (2.377, -3.362, 2.698)
H (-0.733, -2.949, -1.254)
H (4.792, 2.118, -1.135)
H (1.778, -1.912, 2.333)
H (-1.276, 4.134, -0.537)
H (1.400, 0.172, -3.867)
H (3.464, -0.274, 1.575)
H (-2.624, -3.011, 2.134)
H (3.689, -0.710, -0.562)
H (0.581, 3.462, -2.763)

Cartesian forces (eV/Å) of the 6 atoms listed first:
O 0.33 -0.22 -0.78
O -0.13 -0.63 -0.11
O -0.75 0.24 -0.05
O 0.48 -0.35 0.36
O -0.62 -0.43 -0.58
O -0.39 -0.12 0.36

Summary:
**HOMO**: -0.498 hartree
**Calculated total energy**: -37908.134 eV
**Max |F|**: 3.3 eV Å⁻¹
**Net charge**: +1
**Relative energy (zero: lowest compared OMol25 entry of this formula, charge and spin)**: 0.000 eV

Here are the Mulliken charges for atoms 1 to 5, given in e:
1. O -0.218
2. O -0.566
3. O -0.585
4. O -0.642
5. O -0.614


Among the records above, which one has the highest HOMO? C25H23KN8O2S5


What is the relative energy (zero: lowest compared OMol25 entry of this formula, charge and spin) in the third record? 0.360 eV


What is the formula in the first record? C23H22LiN2O


Number 2 is which compound? C4H7ClS